Formula: C2H3ClFNO3
Source: the OMol25 dataset
Level of theory: the ωB97M-V functional and the def2-TZVPD basis

Last column: natural (NBO) charge in e.
Cartesian coordinates (Å):
Cl -0.08 -0.80 1.97  0.0538
F 0.56 -2.57 -0.42  -0.2730
O 1.59 1.17 0.47  -0.9089
O -1.67 1.16 0.85  -0.3482
O -1.37 0.79 -1.27  -0.3870
N -1.20 0.55 -0.09  0.5018
C -0.35 -0.57 0.24  -0.0460
C -0.09 -1.51 -0.66  0.2826
H -0.66 -1.59 -1.67  0.2062
H 1.51 1.61 -0.44  0.4738
H 1.76 1.76 1.01  0.4450

Results
SMILES: O=[N+]([O-])/C(Cl)=C/F.O
energy: -918.36122 a.u.
LUMO level: -0.0222 Eh
energy relative to the best compared isomer or geometry (same formula, charge and spin): 56.1 kcal per mole
HOMO-LUMO gap: 9.664 eV